The following is a quantum chemistry calculation of one molecule with the formula C4H9NO2, from the OMol25 dataset.

Properties
E_HOMO: -9.91 eV
F_max: 0.66 eV Å⁻¹
HOMO-LUMO gap: 10.63 eV

The geometry in XYZ format:
```
16
C4H9NO2 | the OMol25 dataset | ωB97M-V with the def2-TZVPD basis set
C -1.22 1.34 -0.30
C -0.22 0.37 0.32
C -0.90 -0.99 0.16
O -0.44 -2.01 0.98
N 1.07 0.45 -0.40
C 2.13 -0.35 -0.16
O 2.14 -1.31 0.60
H -0.78 2.22 -0.78
H -1.91 1.69 0.48
H -1.76 0.79 -1.07
H -0.02 0.56 1.38
H -1.97 -0.85 0.40
H -0.89 -1.17 -0.94
H 0.53 -1.93 1.04
H 1.23 1.26 -0.97
H 3.02 -0.06 -0.73
```

Löwdin atomic charge list, values in e, 2 entries:
1. C -0.06
2. C -0.34

***

The following is a quantum chemistry calculation of a 2-piece molecular cluster, C4H4BrN overall in a non-equilibrium geometry, from the OMol25 dataset.

Properties
E_HOMO: -10.45 eV
F_max: 4.70 eV Å⁻¹
HOMO-LUMO gap: 8.27 eV

The geometry in XYZ format:
```
10
C4H4BrN | the OMol25 dataset | ωB97M-V with the def2-TZVPD basis set
C -1.54 0.60 2.36
C -0.67 0.71 -0.02
C 0.26 -0.18 -0.05
C 0.99 -0.36 -1.34
N -2.18 0.45 3.32
Br 0.76 -1.25 1.42
H -1.18 1.54 -0.66
H 2.15 -0.39 -1.20
H 0.81 -1.39 -1.78
H 0.60 0.26 -2.04
```

Löwdin atomic charge list, values in e, 2 entries:
1. C -0.25
2. C 0.11

***

The following is a quantum chemistry calculation of C16H23F6FeN7O3PS as an isolated structure in a non-equilibrium geometry, from the OMol25 dataset.

Properties
E_HOMO (alpha / beta): -14.31 / -14.16 eV
⟨S²⟩: 8.7643
Charge: +2
2S+1: 6
F_max: 1.40 eV Å⁻¹
HOMO-LUMO gap (alpha / beta): 8.14 / 6.64 eV

The geometry in XYZ format:
```
58
C16H23F6FeN7O3PS | the OMol25 dataset | ωB97M-V with the def2-TZVPD basis set
Fe -1.82 -0.34 0.28
F -4.01 -0.33 0.10
P -4.18 1.39 -0.02
F -5.12 1.32 1.23
F -5.30 1.23 -1.08
F -4.09 2.94 -0.07
F -2.99 1.21 -1.15
F -2.83 1.38 1.10
N -2.32 -2.06 6.12
C -3.08 -1.78 4.85
C -2.13 -1.31 3.73
N -2.83 -1.04 2.49
H -2.95 -2.36 6.87
H -1.83 -1.22 6.45
H -1.63 -2.80 5.98
H -3.83 -1.02 5.06
H -3.59 -2.69 4.56
H -1.38 -2.09 3.55
H -1.61 -0.40 4.04
H -3.38 -0.18 2.56
H -3.48 -1.78 2.25
O 4.96 5.50 -4.31
S 5.42 4.22 -3.83
O 5.24 3.93 -2.44
O 6.51 3.57 -4.51
C 3.93 3.25 -4.70
N 3.88 3.21 -5.99
C 2.83 2.56 -6.49
C 1.88 1.98 -5.66
C 2.06 2.10 -4.28
N 3.12 2.77 -3.82
C 1.17 1.55 -3.24
C 1.45 1.84 -1.90
C 0.66 1.28 -0.92
N -0.36 0.46 -1.20
C -0.65 0.20 -2.48
C 0.08 0.73 -3.53
H 2.76 2.51 -7.57
H 1.03 1.47 -6.08
H 2.28 2.48 -1.66
H 0.84 1.48 0.13
H -1.50 -0.44 -2.67
H -0.20 0.49 -4.54
C 3.08 -2.12 3.08
C 1.87 -2.11 2.21
C 1.35 -3.07 1.36
C 0.21 -2.48 0.79
N 0.03 -1.26 1.27
N 1.04 -1.05 2.14
C -0.73 -3.02 -0.24
H 3.58 -3.08 3.01
H 2.81 -1.95 4.13
H 3.78 -1.35 2.79
H 1.75 -4.05 1.17
H 1.16 -0.15 2.58
H -0.60 -4.09 -0.37
H -0.55 -2.55 -1.21
H -1.78 -2.84 0.05
```

Löwdin atomic charge list, values in e, 2 entries:
1. Fe 0.97
2. F -0.24

***

The following is a quantum chemistry calculation of C28H28AuBCl2N5O4 as an isolated structure in a non-equilibrium geometry, from the OMol25 dataset.

Properties
E_HOMO (alpha / beta): -11.17 / -11.17 eV
Charge: +1
F_max: 4.21 eV Å⁻¹
HOMO-LUMO gap (alpha / beta): 4.90 / 4.91 eV

The geometry in XYZ format:
```
69
C28H28AuBCl2N5O4 | the OMol25 dataset | ωB97M-V with the def2-TZVPD basis set
Au 0.02 -0.04 -0.46
C 1.26 -0.62 2.63
N 0.00 -0.03 2.20
C -1.23 -0.67 2.62
C -1.95 -1.34 1.49
N -1.93 -0.93 0.25
C -2.70 -1.81 -0.48
C -2.93 -1.90 -1.84
C -3.70 -2.96 -2.28
C -4.26 -3.88 -1.40
C -4.05 -3.79 -0.03
C -3.24 -2.76 0.41
N -2.75 -2.42 1.65
C 1.97 -1.34 1.51
N 1.95 -0.94 0.26
C 2.68 -1.84 -0.46
C 2.90 -1.93 -1.83
C 3.66 -2.99 -2.28
C 4.19 -3.93 -1.39
C 3.99 -3.85 -0.03
C 3.22 -2.79 0.43
N 2.76 -2.42 1.68
H 1.93 0.17 2.98
H 1.11 -1.33 3.45
H -0.02 0.97 2.34
H -1.06 -1.41 3.41
H -1.91 0.09 3.02
H -2.48 -1.20 -2.53
H -3.86 -3.09 -3.34
H -4.86 -4.69 -1.79
H -4.48 -4.50 0.65
H -2.87 -2.96 2.49
H 2.48 -1.20 -2.50
H 3.85 -3.10 -3.33
H 4.77 -4.75 -1.80
H 4.42 -4.57 0.65
H 2.87 -2.96 2.52
C 1.50 8.01 -2.60
C 0.73 7.98 -1.27
C -0.60 8.73 -1.46
C 1.58 8.71 -0.22
C 0.42 6.57 -0.79
C -0.21 6.43 0.46
C -0.55 5.20 1.00
C -0.25 4.08 0.24
O -0.45 2.77 0.51
B 0.03 2.06 -0.59
O 0.53 2.95 -1.52
C 0.36 4.20 -1.01
C 0.71 5.43 -1.55
H 1.70 9.05 -2.86
H 0.91 7.57 -3.40
H 2.45 7.50 -2.51
H -0.41 9.72 -1.86
H -1.13 8.84 -0.52
H -1.24 8.20 -2.16
H 1.84 9.70 -0.59
H 2.50 8.17 -0.02
H 1.04 8.84 0.72
H -0.45 7.31 1.02
H -1.03 5.12 1.96
H 1.18 5.49 -2.51
Cl -1.57 -5.59 0.32
C 0.00 -5.03 -0.22
Cl 0.27 -5.36 -1.91
C 0.05 -3.41 0.13
O 0.14 -3.23 1.33
O -0.02 -2.69 -0.84
H 0.77 -5.52 0.39
```

Löwdin atomic charge list, values in e, 2 entries:
1. Au 1.26
2. C -0.10

***

> Which of these has the highest F_max?

C4H4BrN

***

> Which of these has the highest F_max?

C4H4BrN

***

> What is the formula in the fourth record?

C28H28AuBCl2N5O4